{"formula": "CH3Br2ClOSi", "method": "ωB97M-V with the def2-TZVPD basis set", "smiles": "CO[Si](Cl)(Br)Br", "e_lumo_ev": 0.4, "orbital_gap_ha": 0.392, "elements": ["Br", "Br", "Cl", "Si", "O", "C", "H", "H", "H"], "positions_angstrom": [[-0.27, 3.83, -0.38], [2.47, 2.52, -1.69], [-0.36, 2.48, -3.49], [0.31, 2.16, -1.63], [0.07, 0.78, -0.78], [-0.67, -0.37, -0.84], [-0.38, -1.00, -0.02], [-0.45, -0.95, -1.82], [-1.81, -0.14, -0.72]], "lowdin_charge": [0.38, 0.36, 0.34, -0.86, -0.37, -0.17, 0.07, 0.11, 0.12]}


{"formula": "C12H8NO3RuS2", "method": "ωB97M-V with the def2-TZVPD basis set", "e_lumo_ev": [-3.3, -6.3], "orbital_gap_ha": [0.321, 0.239], "charge": 1, "multiplicity": 5, "elements": ["Ru", "S", "S", "O", "O", "O", "N", "C", "C", "C", "C", "C", "C", "C", "C", "C", "C", "C", "C", "H", "H", "H", "H", "H", "H", "H", "H"], "positions_angstrom": [[0.55, 0.23, 0.74], [0.02, 2.33, 1.43], [-0.24, 0.03, -1.85], [2.45, 0.39, 0.08], [-1.15, -0.29, 1.60], [1.57, -1.59, 0.54], [-1.85, 0.66, 2.29], [-2.95, 0.22, 2.93], [3.23, -2.15, -3.67], [1.10, -0.78, -2.52], [3.27, -1.85, -2.30], [-3.71, 1.11, 3.64], [2.16, -0.82, -0.29], [-1.43, 1.93, 2.31], [-3.32, 2.45, 3.69], [-2.18, 2.85, 3.03], [2.15, -1.77, -4.46], [1.09, -1.10, -3.89], [2.22, -1.17, -1.73], [4.11, -2.15, -1.69], [-4.60, 0.76, 4.14], [-3.91, 3.17, 4.24], [-1.84, 3.88, 3.05], [4.06, -2.68, -4.11], [-3.15, -0.83, 2.83], [0.23, -0.81, -4.49], [2.14, -2.01, -5.51]], "lowdin_charge": [1.14, 0.73, 0.87, -0.10, -0.28, -0.04, -0.17, 0.02, 0.00, -0.60, 0.02, -0.01, -0.65, -0.61, -0.02, -0.05, -0.04, -0.07, -0.16, 0.14, 0.13, 0.13, 0.12, 0.12, 0.15, 0.11, 0.12]}


{"formula": "C14H41NNaO10P", "method": "ωB97M-V with the def2-TZVPD basis set", "e_lumo_ev": 3.8, "orbital_gap_ha": 0.153, "charge": -2, "elements": ["P", "Na", "O", "O", "O", "O", "O", "O", "O", "O", "O", "O", "N", "C", "C", "C", "C", "C", "C", "C", "C", "C", "C", "C", "C", "C", "C", "H", "H", "H", "H", "H", "H", "H", "H", "H", "H", "H", "H", "H", "H", "H", "H", "H", "H", "H", "H", "H", "H", "H", "H", "H", "H", "H", "H", "H", "H", "H", "H", "H", "H", "H", "H", "H", "H", "H", "H", "H"], "positions_angstrom": [[-0.44, -1.92, -3.12], [-0.49, 0.19, -1.35], [-0.02, -2.13, -1.63], [-1.51, 2.35, -0.15], [0.99, 1.08, -3.13], [-1.08, -1.87, 0.65], [2.40, 0.24, 4.60], [2.32, -1.69, -0.41], [-1.63, -0.90, -3.18], [0.73, -1.30, -3.97], [-3.50, -0.28, -1.43], [-0.81, -3.31, -3.69], [0.80, 0.35, 1.25], [3.02, -0.70, -1.13], [0.06, 1.30, 3.34], [2.11, -0.16, 3.29], [0.17, 1.94, -3.86], [4.49, -0.64, -0.75], [-4.50, -2.43, -1.65], [-0.65, 3.42, 0.27], [-1.65, -2.96, 2.67], [1.28, 0.88, 2.53], [0.75, 3.32, -3.97], [-0.92, 4.61, -0.64], [2.84, -0.82, 5.41], [-1.26, -3.17, 1.21], [-4.18, -1.27, -0.71], [1.88, 1.76, 2.26], [0.28, 1.55, 4.39], [0.91, 0.11, -3.50], [1.37, -0.45, 0.93], [-0.87, -2.42, 3.20], [3.64, -1.40, 4.94], [-0.36, -3.79, 1.23], [-4.95, -2.04, -2.56], [0.12, 4.00, -4.55], [-0.91, 4.30, -1.68], [4.94, -1.63, -0.89], [3.04, -0.30, 2.73], [1.44, -1.86, -0.87], [3.22, -0.42, 6.34], [1.56, -1.11, 3.24], [-0.73, -2.06, -0.28], [-0.10, -0.13, 1.38], [1.71, 3.30, -4.49], [-2.06, -3.64, 0.63], [-2.40, 2.62, 0.11], [4.68, -0.28, 0.26], [-0.87, 1.97, -3.49], [-0.21, 5.45, -0.62], [4.97, 0.04, -1.46], [-0.43, 2.21, 2.99], [1.01, 3.78, -3.01], [-2.60, -2.43, 2.81], [-5.14, -3.21, -1.23], [2.54, 0.28, -0.99], [-1.87, 5.13, -0.47], [-0.80, 3.68, 1.32], [-1.79, -3.92, 3.19], [2.00, -1.49, 5.62], [2.96, -0.87, -2.21], [0.01, 1.55, -4.87], [-3.59, -2.94, -1.99], [-2.84, -0.64, -2.10], [-0.69, 0.51, 3.33], [0.36, 3.08, 0.09], [-3.61, -1.55, 0.19], [-5.15, -0.89, -0.36]], "lowdin_charge": [0.02, 0.34, -0.41, -0.07, -0.15, -0.15, -0.19, -0.13, -0.41, -0.40, -0.13, -0.48, 0.07, -0.36, -0.05, -0.20, -0.37, -0.10, -0.09, -0.29, -0.10, -0.41, -0.11, -0.09, -0.13, -0.31, -0.36, 0.13, 0.07, 0.00, 0.05, 0.05, 0.09, 0.11, 0.07, 0.06, 0.06, 0.07, 0.13, 0.04, 0.08, 0.13, 0.02, 0.05, 0.06, 0.11, 0.09, 0.05, 0.10, 0.07, 0.06, 0.05, 0.05, 0.06, 0.06, 0.09, 0.07, 0.09, 0.06, 0.09, 0.11, 0.12, 0.07, 0.02, 0.08, 0.11, 0.08, 0.09]}


{"formula": "C3H5NO2S", "method": "ωB97M-V with the def2-TZVPD basis set", "smiles": "CN(C=S)OC=O", "e_lumo_ev": 0.6, "orbital_gap_ha": 0.341, "elements": ["S", "O", "O", "N", "C", "C", "C", "H", "H", "H", "H", "H"], "positions_angstrom": [[-2.40, -0.27, 0.20], [2.05, -0.67, 1.07], [1.31, 0.03, -0.94], [0.08, 0.31, -0.42], [0.05, 1.50, 0.30], [2.24, -0.30, -0.07], [-0.92, -0.58, -0.45], [0.99, 1.51, 0.88], [-0.82, 1.53, 0.97], [-0.63, -1.57, -0.82], [3.23, -0.28, -0.58], [-0.03, 2.39, -0.35]], "lowdin_charge": [0.63, 0.09, 0.04, -0.25, -0.07, -0.33, -0.63, 0.10, 0.05, 0.09, 0.16, 0.11]}


{"formula": "C29H29HfN4OS3", "method": "ωB97M-V with the def2-TZVPD basis set", "e_lumo_ev": 2.6, "orbital_gap_ha": 0.231, "charge": -1, "elements": ["Hf", "S", "S", "S", "O", "N", "N", "N", "N", "C", "C", "C", "C", "C", "C", "C", "C", "C", "C", "C", "C", "C", "C", "C", "C", "C", "C", "C", "C", "C", "C", "C", "C", "C", "C", "C", "C", "C", "H", "H", "H", "H", "H", "H", "H", "H", "H", "H", "H", "H", "H", "H", "H", "H", "H", "H", "H", "H", "H", "H", "H", "H", "H", "H", "H", "H", "H"], "positions_angstrom": [[-0.05, 1.06, 0.06], [2.58, -1.44, 3.52], [-2.77, 3.68, 2.74], [1.24, 1.13, 2.59], [0.90, 2.18, -1.26], [2.25, -0.82, 1.06], [-1.17, -0.04, -1.03], [1.80, -0.17, -0.05], [-1.49, 0.09, 1.49], [2.24, 0.50, -2.30], [6.91, 1.43, 4.12], [2.79, 0.02, -3.49], [5.84, 1.79, 3.33], [-3.68, 0.64, 2.34], [-2.15, 0.39, -1.95], [1.11, 2.21, -3.60], [4.39, 0.35, 4.59], [4.59, 1.26, 3.56], [-3.08, -1.64, 1.94], [2.53, 0.62, -4.71], [1.99, -0.35, 2.22], [-1.99, 2.39, 1.80], [-0.85, 4.25, 1.12], [-4.04, -0.69, 2.32], [4.05, -0.57, -0.86], [-1.83, -1.20, 1.56], [3.03, -0.23, 4.82], [-2.40, 1.01, 1.92], [5.47, -0.02, 5.38], [-3.53, -0.27, -1.68], [1.69, 1.72, -4.75], [-1.69, 4.82, 2.02], [-2.37, 1.92, -1.90], [-1.00, 2.84, 0.97], [6.72, 0.52, 5.15], [-1.71, -0.03, -3.38], [2.64, -0.09, -1.04], [1.37, 1.63, -2.34], [-4.23, -0.01, -2.47], [0.44, 3.05, -3.63], [-1.61, -1.11, -3.40], [7.56, 0.23, 5.78], [-2.97, 2.26, -2.75], [-5.05, -0.99, 2.58], [-2.45, 0.28, -4.12], [5.97, 2.50, 2.52], [1.48, 2.20, -5.70], [-0.11, 4.83, 0.58], [-3.42, -1.35, -1.63], [7.89, 1.86, 3.95], [-0.75, 0.42, -3.61], [-3.92, 0.06, -0.72], [5.33, -0.73, 6.18], [2.96, -0.76, 5.77], [-1.75, 5.85, 2.34], [-3.32, -2.69, 1.94], [-2.88, 2.19, -0.97], [4.65, -0.34, -1.74], [-4.36, 1.41, 2.66], [-1.40, 2.43, -1.92], [4.48, -0.08, 0.01], [3.75, 1.56, 2.96], [2.98, 0.23, -5.61], [4.05, -1.64, -0.66], [3.42, -0.86, -3.45], [2.26, 0.55, 4.76], [-1.06, -1.89, 1.27]], "lowdin_charge": [1.31, 0.87, 0.97, 0.63, -0.22, -0.10, -0.17, -0.09, -0.05, -0.12, -0.11, -0.05, -0.08, -0.04, -0.76, -0.03, -0.30, -0.06, -0.07, -0.11, -1.12, -0.54, -0.21, -0.07, -0.02, -0.13, -0.45, -0.31, -0.06, -0.07, -0.10, -0.44, -0.07, -0.33, -0.10, -0.07, -0.24, -0.36, 0.06, 0.11, 0.07, 0.09, 0.07, 0.10, 0.06, 0.10, 0.10, 0.09, 0.07, 0.09, 0.05, 0.05, 0.10, 0.07, 0.05, 0.10, 0.07, 0.07, 0.09, 0.04, 0.08, 0.05, 0.09, 0.09, 0.11, 0.02, 0.11]}


{"formula": "C4H6O", "method": "ωB97M-V with the def2-TZVPD basis set", "smiles": "C=COC=C", "e_lumo_ev": 1.2, "orbital_gap_ha": 0.362, "elements": ["O", "C", "C", "C", "C", "H", "H", "H", "H", "H", "H"], "positions_angstrom": [[-0.03, -0.42, -0.08], [-1.16, 0.28, 0.02], [1.15, 0.26, -0.14], [2.34, -0.32, 0.04], [-2.34, -0.31, -0.05], [-2.34, -1.38, -0.10], [3.17, 0.35, -0.02], [-3.26, 0.24, 0.08], [-0.99, 1.38, 0.29], [2.42, -1.42, 0.18], [1.04, 1.35, -0.22]], "lowdin_charge": [-0.06, -0.25, -0.23, 0.03, 0.03, 0.06, 0.04, 0.05, 0.14, 0.08, 0.11]}


| no. | DFT total energy (hartree) | molar mass (g mol⁻¹) |
| --- | --- | --- |
| 1 | -6013.0239 | 254.4 |
| 2 | -1633.5143 | 379.4 |
| 3 | -1868.9898 | 437.4 |
| 4 | -720.6562 | 119.1 |
| 5 | -2659.4463 | 724.3 |
| 6 | -231.1814 | 70.1 |